# C22H42Cl3N2O4PrSi

A molecular structure, C22H42Cl3N2O4PrSi (ωB97M-V/def2-TZVPD, the Open Molecules 2025 dataset).

Geometry as XYZ:
```
75
C22H42Cl3N2O4PrSi, DFT ωB97M-V/def2-TZVPD
C 1.967 -1.880 -5.688
C 1.303 -0.760 -4.931
H 2.349 -1.566 -6.668
H 1.247 -2.698 -5.860
H 2.822 -2.251 -5.104
C 0.471 0.109 -5.516
C 0.050 -0.018 -6.946
H 0.049 0.965 -4.975
H -0.622 -0.893 -7.071
H 0.913 -0.155 -7.620
H -0.506 0.865 -7.308
Pr -0.670 -0.643 1.830
Cl 1.411 -1.749 2.990
Cl -1.907 -2.918 2.548
C -0.008 2.499 2.191
O -1.062 1.795 2.282
N 0.081 3.641 1.518
C -1.105 4.352 1.071
C 1.382 4.270 1.355
H 0.950 2.201 2.671
H -1.994 3.788 1.375
H -1.089 4.489 -0.016
H -1.100 5.344 1.534
H 2.155 3.493 1.483
H 1.510 5.044 2.130
H 1.475 4.739 0.374
H -2.041 -1.783 -3.281
H -2.573 1.031 -3.950
C -3.058 -1.531 -2.942
C -3.377 0.901 -3.204
N -3.081 -0.217 -2.303
H -3.429 -2.294 -2.261
C -2.559 0.000 -1.079
O -2.089 -0.894 -0.324
H -3.472 1.833 -2.624
H -2.565 1.063 -0.770
H -3.694 -1.475 -3.826
H -4.310 0.700 -3.746
O 0.820 -1.863 -2.864
C 1.580 -0.785 -3.436
C -0.004 1.091 -2.643
C 1.297 0.596 -2.808
H -0.841 0.424 -2.856
C -0.243 2.432 -2.317
H 2.658 -0.986 -3.310
C 2.367 1.455 -2.506
H -1.269 2.814 -2.233
C 0.835 3.314 -2.151
C 2.145 2.794 -2.188
H 3.400 1.075 -2.562
H 0.644 4.369 -1.990
H 2.988 3.464 -2.023
Si 0.926 -3.392 -2.295
Cl 1.170 0.681 0.597
C -0.793 -3.794 -1.679
C 1.950 -3.272 -0.720
C 1.776 -4.543 -3.440
H -1.402 -2.886 -1.788
H -0.747 -3.983 -0.598
H -1.364 -4.618 -2.146
H 1.314 -4.669 -4.427
H 1.788 -5.546 -2.971
H 2.833 -4.244 -3.544
H 2.597 -2.383 -0.807
H 2.620 -4.122 -0.466
H 1.264 -3.081 0.119
C -0.115 -0.377 6.577
C -0.279 0.277 5.221
O -1.312 -0.239 4.343
H -0.807 0.058 7.296
H 0.893 -0.162 6.937
H -0.217 -1.469 6.571
H -0.522 1.341 5.320
H 0.658 0.184 4.659
H -1.562 -1.156 4.597
```

Calculated values
- E_tot: -94186.67611 eV
- E_HOMO (spin up / spin down): -8.52 / -8.53 eV
- Multiplicity: 3
- Charge: 0